1.
DFT (ωB97M-V/def2-TZVPD) results for a cluster of 10 separate species, C30H84N16O14 in total.

```
144
Properties=species:S:1:pos:R:3
C 4.0533 -3.3674 0.7715
O 4.2378 -4.5728 0.8853
N 4.9625 -2.4474 0.7681
N 2.9082 -2.8064 0.4788
H 5.9641 -2.5767 0.7573
H 4.6169 -1.5258 0.5418
H 2.9172 -1.8585 0.1302
H 2.1458 -3.4503 0.3235
C -3.0841 4.0683 2.5913
O -3.7533 5.0709 2.8827
N -2.6002 3.3572 3.5784
N -2.8955 3.5534 1.3700
H -2.2223 2.4257 3.4805
H -2.5994 3.7066 4.5260
H -3.1716 4.1511 0.6041
H -2.5611 2.6209 1.1733
C -4.3476 -2.3127 1.8454
O -3.5685 -3.1210 2.2564
N -5.6247 -2.4661 1.7188
N -3.9409 -1.1700 1.3662
H -5.9556 -3.4015 1.9076
H -6.1552 -1.6092 1.6537
H -2.9615 -0.9475 1.4728
H -4.6367 -0.6085 0.8963
C -0.9567 -0.0292 4.5542
O -1.1946 0.6496 3.5705
N -1.8288 -0.6524 5.2666
N 0.2242 -0.1517 5.1092
H -2.8081 -0.5411 5.0462
H -1.5181 -0.9992 6.1629
H 0.3440 -0.6242 5.9938
H 0.9802 0.3091 4.6234
C 3.4425 0.6050 -0.5344
O 2.6656 -0.3177 -0.5754
N 3.2562 1.5519 0.3415
N 4.3316 0.8060 -1.4162
H 3.6816 2.4605 0.2253
H 2.4640 1.4651 0.9620
H 4.3938 0.1924 -2.2160
H 4.9127 1.6305 -1.4676
C -0.7844 0.8282 -0.0957
O -1.9459 1.0889 -0.0745
N -0.1615 0.7014 -1.2259
N 0.0194 0.6026 0.9359
H -0.7332 0.9223 -2.0287
H 0.7773 0.3315 -1.2695
H -0.4704 0.6566 1.8176
H 0.9753 0.3340 0.7508
C -5.7027 8.1734 -2.2442
O -5.1115 7.6917 -1.0740
C -5.3836 6.4536 -0.4566
C -4.9442 5.2344 -1.3025
N -3.5130 5.0862 -1.0924
C -3.1694 3.8162 -1.7337
C -1.6450 3.7483 -1.9942
O -1.2047 4.9360 -2.6307
C 0.0139 4.8315 -3.2592
H -5.4366 7.6076 -3.1370
H -5.3736 9.2002 -2.4035
H -6.7803 8.2705 -2.1116
H -6.3889 6.2298 -0.0995
H -4.9140 6.5386 0.5234
H -5.2341 5.1650 -2.3510
H -5.5049 4.4156 -0.8516
H -2.9333 5.7839 -1.5364
H -3.5829 3.7140 -2.7370
H -3.4842 2.9055 -1.2240
H -1.5972 2.8302 -2.5797
H -0.9823 3.6010 -1.1414
H 0.7993 4.8776 -2.5048
H 0.0873 5.7431 -3.8522
H 0.1103 3.8958 -3.8099
C 0.6690 1.3642 -4.5140
O 1.8424 1.6323 -3.7465
C 3.0591 1.6050 -4.4934
C 3.3723 0.1402 -4.9346
N 3.2969 -0.7777 -3.7886
C 2.8301 -2.0843 -4.2140
C 2.9931 -3.1087 -3.0420
O 3.9084 -4.1123 -3.4659
C 5.1855 -3.7713 -3.1212
H 0.4458 0.2982 -4.5553
H 0.7114 1.6755 -5.5578
H -0.1709 1.7886 -3.9640
H 3.8764 1.8488 -3.8147
H 3.1490 2.3079 -5.3216
H 4.3629 0.0237 -5.3742
H 2.7285 -0.1879 -5.7507
H 2.6732 -0.4343 -3.0722
H 3.4560 -2.3635 -5.0616
H 1.8150 -2.0382 -4.6082
H 2.0806 -3.6524 -2.7973
H 3.3505 -2.5757 -2.1608
H 5.7671 -4.6574 -2.8666
H 5.3755 -3.1330 -2.2583
H 5.6135 -3.3520 -4.0317
C -0.7086 -3.9556 5.0305
O 0.5893 -3.5956 5.4059
C 1.4867 -3.8061 4.3865
C 2.8908 -3.4745 4.7481
N 3.1921 -2.0741 4.8172
C 3.8269 -1.3887 3.6877
C 3.7541 0.1344 3.7712
O 2.4512 0.5005 3.1806
C 2.1663 1.8593 3.5414
H -1.4727 -3.8874 5.8049
H -0.7768 -4.9520 4.5939
H -1.0708 -3.2626 4.2712
H 1.1681 -3.3192 3.4647
H 1.4652 -4.8510 4.0771
H 3.5654 -3.8941 4.0019
H 3.1501 -3.9914 5.6721
H 2.3487 -1.6040 5.1134
H 3.2408 -1.6685 2.8123
H 4.8831 -1.6560 3.6560
H 4.6069 0.5881 3.2661
H 3.7271 0.4401 4.8171
H 2.7004 2.5972 2.9428
H 2.2623 1.9151 4.6257
H 1.1145 2.1122 3.4072
C -2.9142 0.4542 -3.8196
O -2.0028 -0.5311 -3.5647
C -2.4446 -1.6280 -2.9138
C -1.3668 -2.7653 -2.9280
N -1.3867 -3.6688 -1.7751
C -0.9908 -2.9718 -0.5231
C -0.8068 -4.0218 0.6627
O 0.4292 -4.7805 0.7016
C 0.2218 -5.8743 1.6492
H -2.3892 1.2149 -4.3974
H -3.4017 0.7919 -2.9050
H -3.6997 0.1908 -4.5279
H -3.3311 -2.0955 -3.3424
H -2.8847 -1.4134 -1.9400
H -0.3891 -2.3017 -3.0593
H -1.4689 -3.3701 -3.8290
H -0.7500 -4.4436 -1.8956
H -1.5944 -2.0951 -0.2883
H -0.0034 -2.5448 -0.6988
H -1.6691 -4.6804 0.7661
H -0.8167 -3.4162 1.5689
H 1.2086 -6.0953 2.0559
H 0.0010 -6.7834 1.0897
H -0.4212 -5.6544 2.5014
```

Net charge = 0
SMILES string = COCCNCCOC.COCCNCCOC.COCCNCCOC.COCCNCCOC.NC(N)=O.NC(N)=O.NC(N)=O.NC(N)=O.NC(N)=O.NC(N)=O
Highest occupied orbital energy = -8.44 eV
HOMO-LUMO gap = 8.4 eV
LUMO = 0.0 eV

2.
DFT (ωB97M-V/def2-TZVPD) results for a cluster of 5 separate species, C33H44F4NO3P2S2 in total.

```
89
Properties=species:S:1:pos:R:3
C 1.6225 -3.2005 2.9311
P -0.1237 -2.7467 2.4722
C -1.2298 -4.2067 2.7999
P -0.2624 -2.0654 0.4169
N 1.2872 -1.9596 -0.3408
C -0.9364 -0.3487 0.4439
C -0.0030 0.6761 1.1585
C -0.8601 1.5636 2.1155
S -0.6270 1.0402 3.8793
C -1.3374 -3.1047 -0.6839
C -2.3466 -2.3101 -1.5653
C -3.6136 -1.7720 -0.8322
C -3.8981 -2.4459 0.5277
S -5.4632 -1.8903 1.2717
O -5.8720 -2.8680 2.2779
O -6.4708 -1.6643 0.2459
O -5.1837 -0.4392 1.9860
H 1.8680 -4.2426 2.6832
H 1.6769 -3.1048 4.0253
H 2.3379 -2.4896 2.4998
H -0.6034 -4.9979 3.2450
H -1.9705 -3.9406 3.5633
H -1.7017 -4.6499 1.9166
H 2.0299 -2.1057 0.3341
H 1.3988 -1.0522 -0.7867
H -1.1137 -0.0482 -0.6015
H -1.9387 -0.4022 0.8976
H 0.4045 1.3225 0.3646
H 0.8375 0.1886 1.6676
H -0.5637 2.6143 2.0291
H -1.9335 1.4525 1.9215
H -0.4391 -0.2965 3.7038
H -0.6373 -3.6023 -1.3768
H -1.8064 -3.9267 -0.1264
H -2.6886 -2.9960 -2.3545
H -1.7991 -1.5162 -2.0918
H -4.4836 -1.9019 -1.4848
H -3.5043 -0.6892 -0.6597
H -3.1222 -2.2560 1.2912
H -3.9144 -3.5350 0.3813
H -4.5038 -0.5572 2.6662
F 1.9749 2.6120 -0.2807
C 3.2073 2.0662 -0.4250
C 3.9105 1.6784 0.6997
C 5.1696 1.1142 0.5437
C 5.7091 0.9579 -0.7285
C 4.9857 1.3571 -1.8472
C 3.7203 1.9099 -1.6968
H 3.4761 1.8183 1.6828
H 5.7295 0.7985 1.4135
H 6.6927 0.5219 -0.8469
H 5.4049 1.2348 -2.8372
H 3.1211 2.2120 -2.5492
F 2.3162 3.1511 -3.9758
C 1.0881 2.8996 -4.4836
C 0.9448 2.6560 -5.8351
C -0.3207 2.3819 -6.3380
C -1.4205 2.3626 -5.4876
C -1.2578 2.6163 -4.1314
C 0.0062 2.8832 -3.6235
H 1.8130 2.6791 -6.4811
H -0.4482 2.1811 -7.3932
H -2.4033 2.1500 -5.8839
H -2.1129 2.6064 -3.4701
H 0.1575 3.0753 -2.5680
F -3.5515 0.7336 -4.1954
C -4.7925 1.1634 -3.8767
C -5.1147 1.3654 -2.5476
C -6.3885 1.8105 -2.2208
C -7.3229 2.0384 -3.2230
C -6.9834 1.8264 -4.5534
C -5.7082 1.3902 -4.8862
H -4.3743 1.1749 -1.7802
H -6.6521 1.9787 -1.1850
H -8.3163 2.3814 -2.9661
H -7.7126 2.0001 -5.3333
H -5.4231 1.2266 -5.9175
F 5.4008 -0.7079 3.4235
C 6.1347 -0.2924 4.4829
C 6.0467 1.0263 4.8863
C 6.7965 1.4499 5.9751
C 7.6280 0.5554 6.6373
C 7.7073 -0.7655 6.2149
C 6.9522 -1.1968 5.1328
H 5.3986 1.7102 4.3524
H 6.7323 2.4778 6.3062
H 8.2146 0.8891 7.4832
H 8.3580 -1.4610 6.7280
H 6.9949 -2.2238 4.7935
```

Net charge = +1
Highest occupied orbital energy = -11.18 eV
HOMO-LUMO gap = 8.2 eV
LUMO = -3.0 eV

3.
DFT (ωB97M-V/def2-TZVPD) results for a structure of composition C51H55CoNOPS9Sb.

```
120
Properties=species:S:1:pos:R:3
Co -1.8860 0.1866 0.1556
S -3.9512 -2.7673 2.6733
C -3.2759 -1.6101 3.7890
C -3.4641 -1.5306 5.1603
C -2.8245 -0.5142 5.8464
C -1.9946 0.3796 5.1679
C -1.8118 0.2967 3.8034
C -2.4816 -0.6940 3.0841
N -2.4581 -0.8870 1.7195
C -3.1773 -1.9279 1.3532
C -3.3503 -2.2078 -0.0463
C -4.0092 -3.3369 -0.5453
C -4.1875 -3.4737 -1.9060
C -3.7166 -2.4828 -2.7630
C -3.0379 -1.3760 -2.2619
C -2.8269 -1.2030 -0.8979
H -4.0987 -2.2411 5.6755
H -2.9622 -0.4217 6.9161
H -1.4855 1.1550 5.7274
H -1.1512 0.9727 3.2820
H -4.3722 -4.0913 0.1479
H -4.7021 -4.3392 -2.3066
H -3.8839 -2.5657 -3.8321
H -2.6910 -0.6182 -2.9562
S 3.4403 -3.0902 3.2153
P 2.0603 -1.7152 3.5666
S 0.6680 -1.4130 2.1754
C 1.2684 -2.1979 5.1539
C -0.0046 -2.7470 5.1716
C -0.5304 -3.2484 6.3555
C 0.2177 -3.2056 7.5215
C 1.4929 -2.6522 7.5069
C 2.0215 -2.1595 6.3254
C 2.8119 -0.1139 4.0295
C 2.0296 0.8480 4.6637
C 2.5743 2.0791 4.9833
C 3.8959 2.3614 4.6612
C 4.6705 1.4078 4.0212
C 4.1282 0.1699 3.7009
H -0.5765 -2.7823 4.2513
H -1.5265 -3.6745 6.3616
H -0.1864 -3.6133 8.4414
H 2.0796 -2.6171 8.4178
H 3.0292 -1.7619 6.2974
H 0.9958 0.6207 4.8979
H 1.9674 2.8277 5.4788
H 4.3059 3.3362 4.8930
H 5.7030 1.6282 3.7763
H 4.7191 -0.5905 3.2041
C -4.2000 4.0793 3.7585
S -3.7935 5.1433 2.3380
C -2.1853 4.5644 1.9456
C -1.8821 3.3311 1.4603
S -3.0341 2.1062 1.1087
S -0.1565 3.0477 1.2118
C 0.4118 4.6431 1.6255
S 1.9756 5.1365 1.4961
S -0.8571 5.6866 2.1742
H -5.2558 4.2328 3.9768
H -3.5907 4.3650 4.6134
H -4.0242 3.0436 3.4752
C -3.8487 5.1032 -7.2150
C -2.6455 5.7996 -7.7896
O -2.6486 6.3750 -8.8496
S -1.1442 5.8448 -6.8295
C -1.3094 4.6590 -5.5110
C -1.2562 5.1050 -4.1941
C -1.2452 4.1918 -3.1564
C -1.3102 2.8123 -3.4065
C -1.3997 2.3839 -4.7411
C -1.3656 3.2940 -5.7803
C -1.3073 1.8971 -2.3221
C -1.3298 1.1471 -1.3554
H -4.5178 4.8287 -8.0292
H -4.3693 5.8043 -6.5597
H -3.5824 4.2296 -6.6295
H -1.2104 6.1682 -3.9948
H -1.1834 4.5299 -2.1307
H -1.4691 1.3251 -4.9528
H -1.3788 2.9500 -6.8079
C 2.5867 -1.7871 -4.8698
C 1.4533 -1.1121 -4.1016
C 1.5101 0.3949 -4.3389
C 0.1157 -1.6427 -4.6088
Sb 1.3826 -1.3160 -1.8332
C 3.3887 -0.4478 -1.2057
C 3.0027 0.9678 -0.7844
C 3.9535 -1.2012 -0.0138
C 4.4488 -0.3997 -2.2996
C 1.4309 -3.5686 -1.5779
C -0.0409 -3.9681 -1.6468
C 1.9823 -3.9368 -0.2077
C 2.2387 -4.2782 -2.6582
H 2.6104 -1.3978 -5.8982
H 2.4435 -2.8642 -4.9342
H 3.5606 -1.5943 -4.4232
H 1.3071 0.6231 -5.3943
H 2.4946 0.7996 -4.1007
H 0.7757 0.9185 -3.7252
H -0.0077 -1.4009 -5.6743
H -0.7175 -1.2040 -4.0542
H 0.0496 -2.7284 -4.5066
H 2.2614 0.9451 0.0180
H 2.5788 1.5344 -1.6187
H 3.8809 1.5092 -0.4111
H 3.2157 -1.3167 0.7782
H 4.8011 -0.6381 0.3997
H 4.3161 -2.1917 -0.2929
H 4.1309 0.1959 -3.1552
H 4.7130 -1.4028 -2.6415
H 5.3599 0.0627 -1.8958
H -0.6055 -3.4868 -0.8448
H -0.1415 -5.0552 -1.5310
H -0.5039 -3.6834 -2.5950
H 1.5259 -3.3477 0.5859
H 3.0619 -3.8013 -0.1482
H 1.7676 -4.9938 0.0025
H 1.7512 -4.2003 -3.6311
H 2.3286 -5.3466 -2.4160
H 3.2471 -3.8658 -2.7323
```

Net charge = -2
Highest occupied orbital energy (spin up / spin down) = -2.27 / -2.76 eV
Spin multiplicity = 4
HOMO-LUMO gap (spin up / spin down) = 5.9 / 6.4 eV
LUMO (spin up / spin down) = 3.7 / 3.6 eV

| no. | total energy (hartree) | strongest force on any atom (eV/Å) |
| --- | --- | --- |
| 1 | -3122.832505 | 5.82 |
| 2 | -3442.622219 | 3.90 |
| 3 | -7654.538817 | 2.19 |